Computed, not measured: a molecular structure, C16H31CrN8OSeSi2, with the ωB97M-V functional and the def2-TZVPD basis.

The geometry in ORCA input format:
```
! RIJCOSX wB97M-V def2-TZVPD def2/J DEFGRID3
* xyz 0 4
Cr 10.79 12.02 10.77
C 13.55 15.51 7.51
C 14.97 14.96 7.56
C 15.67 15.49 8.83
C 14.94 13.42 7.47
N 14.25 12.77 8.59
C 12.92 12.68 8.81
N 12.76 12.31 10.07
N 14.00 12.17 10.63
N 14.87 12.42 9.72
H 13.67 16.60 7.49
H 13.03 15.32 8.44
H 12.98 15.25 6.59
H 15.53 15.28 6.69
H 15.13 15.24 9.75
H 15.79 16.51 8.68
H 16.67 15.03 8.92
H 15.99 13.10 7.52
H 14.51 13.02 6.51
H 12.19 12.74 8.05
C 7.24 9.28 10.14
Si 7.05 11.07 10.54
C 7.18 12.09 9.03
C 5.47 11.43 11.44
Se 8.68 11.75 11.91
H 6.29 8.83 9.84
H 7.61 8.72 10.94
H 7.99 9.15 9.33
H 6.36 11.92 8.37
H 8.17 12.02 8.52
H 7.05 13.12 9.36
H 4.64 10.90 10.96
H 5.27 12.47 11.49
H 5.56 11.02 12.47
C 9.49 10.62 5.56
Si 10.49 9.41 6.49
C 9.68 7.73 6.55
C 12.21 9.22 5.81
C 10.51 10.13 8.21
C 10.54 10.79 9.24
H 9.29 10.30 4.52
H 9.95 11.65 5.50
H 8.53 10.65 6.08
H 9.98 7.10 5.71
H 8.60 7.80 6.57
H 9.98 7.15 7.48
H 12.17 8.94 4.75
H 12.71 8.43 6.38
H 12.82 10.11 5.89
O 10.27 13.60 9.89
N 9.67 14.69 10.25
C 9.93 15.07 11.49
C 10.85 14.32 12.30
N 11.58 13.57 12.76
C 9.43 16.29 12.05
N 9.06 17.21 12.60
N 11.72 10.59 12.21
H 11.47 9.66 11.97
H 11.27 10.81 13.09
H 12.70 10.64 12.25
*
```

Calculated values
Gap between HOMO and LUMO (spin up / spin down): 7.36 / 7.56 eV
E_tot: -140585.1942 eV
Relative energy (zero: lowest compared OMol25 entry of this formula, charge and spin): 0.0 kJ/mol
Lowest unoccupied orbital energy (spin up / spin down): -0.3886 / -0.4253 eV
HOMO level (spin up / spin down): -7.7 / -8.0 eV

Charge distribution, natural (NBO) scheme, values in e: Cr 0.992; C -0.628; C -0.214; C -0.608; C -0.220; N -0.173; C 0.228; N -0.371; N -0.039; N -0.030; H 0.224; H 0.212; H 0.217; H 0.215; H 0.215; H 0.217; H 0.214; H 0.235; H 0.225; H 0.259; C -1.144; Si 1.525; C -1.153; C -1.120; Se -0.605; H 0.233; H 0.238; H 0.251; H 0.231; H 0.254; H 0.241; H 0.233; H 0.241; H 0.243; C -1.131; Si 1.624; C -1.116; C -1.104; C -0.570; C -0.306; H 0.238; H 0.243; H 0.250; H 0.237; H 0.243; H 0.249; H 0.238; H 0.240; H 0.227; O -0.543; N 0.117; C -0.143; C 0.329; N -0.337; C 0.258; N -0.271; N -1.019; H 0.400; H 0.413; H 0.396